2 unconnected molecules or ions with the total composition C3H10O3, computed with ωB97M-V/def2-TZVPD.

ORCA input file:
```
! wB97M-V def2-TZVPD RIJCOSX def2/J DEFGRID3
* xyz 0 1
H 0.701 -0.907 -0.643
H -1.673 0.870 -1.447
O 0.714 -1.802 2.068
C -1.247 -0.055 -1.012
H 1.962 1.292 -0.643
H -1.253 0.427 0.864
C 0.273 0.000 -1.112
H 0.562 -0.005 -2.181
O -1.713 -0.245 0.319
H -0.156 -1.648 1.634
C 0.869 1.245 -0.473
H -1.636 -0.911 -1.596
O 0.583 1.348 0.932
H 0.511 -2.401 2.822
H 1.084 0.639 1.388
H 0.419 2.153 -0.920
*
```

- M (g mol⁻¹) = 94.1
- maximum force (eV/Å) = 1.09
- relative energy (zero: lowest compared OMol25 entry of this formula, charge and spin) (kcal/mol) = 2.4
- E_HOMO (eV) = -10.25
- Kohn-Sham gap (eV) = 11.05
- electronic energy (a.u.) = -346.01065
- SMILES = OCCCO.O